P:
C3H9N5 | ωB97M-V/def2-TZVPD

Properties
LUMO energy (spin up / spin down) = 0.667 / 0.405 eV
Orbital gap (spin up / spin down) = 7.827 / 7.043 eV
HOMO (spin up / spin down) = -7.16 / -6.64 eV

Last column: Löwdin charge in e.
Geometry (Å):
C 1.10 -0.05 -0.87  -0.188
C -1.91 -1.31 -2.35  -0.031
C 0.94 1.30 2.46  -0.158
N 0.08 -0.53 -1.57  0.050
N 1.27 0.44 0.36  -0.069
N -1.59 -1.30 -0.09  0.122
N -1.07 -1.00 -1.21  -0.357
N 0.43 0.58 1.34  -0.108
H 1.99 0.03 -1.48  0.103
H -2.89 -1.60 -1.97  0.078
H -2.01 -0.43 -2.99  0.085
H -1.48 -2.12 -2.93  0.088
H 0.58 0.83 3.38  0.069
H 2.05 1.32 2.48  0.069
H 0.59 2.33 2.45  0.070
H 2.23 0.80 0.51  0.147
H -1.00 -1.02 0.70  0.031

Q:
C3H9N5 | ωB97M-V/def2-TZVPD

Properties
LUMO energy = 0.901 eV
Orbital gap = 8.120 eV
HOMO = -7.22 eV

Last column: Löwdin charge in e.
Geometry (Å):
C 1.74 -0.82 -0.14  -0.202
C -0.47 0.28 2.08  -0.101
C -0.77 1.22 -1.41  -0.095
N 1.18 -1.05 0.98  -0.035
N 1.10 -0.27 -1.24  0.011
N -1.05 -0.83 -0.29  0.033
N -0.05 -0.88 1.24  -0.175
N -0.36 -0.17 -1.27  -0.291
H 2.78 -1.01 -0.45  0.119
H -0.19 1.35 1.80  0.084
H -1.64 0.06 2.13  0.111
H -0.22 -0.13 3.04  0.048
H -0.29 1.87 -0.55  0.082
H -0.30 1.54 -2.34  0.071
H -1.82 1.28 -1.04  0.091
H 1.51 -0.56 -2.17  0.143
H -1.16 -1.88 -0.37  0.105

R:
C3H9N5 | ωB97M-V/def2-TZVPD

Properties
LUMO energy = 0.279 eV
Orbital gap = 8.782 eV
HOMO = -8.50 eV

Last column: Löwdin charge in e.
Geometry (Å):
C -2.52 -0.88 -0.31  -0.134
C 0.33 1.22 -0.04  -0.625
C 2.89 -1.05 -0.04  -0.068
H -3.56 -1.16 0.20  0.077
H -2.86 0.08 -1.05  0.122
H -1.98 -1.79 -0.73  0.053
H -0.76 -0.74 1.19  0.181
H -1.35 2.07 0.03  0.158
H 1.65 2.44 -0.33  0.074
H 0.36 -0.93 0.12  0.220
H 2.58 -2.18 0.12  0.102
H 4.06 -0.80 -0.12  0.097
N -1.69 0.00 0.73  -0.152
N -1.06 1.03 -0.04  -0.097
N 0.62 2.46 0.03  0.093
N 0.99 0.12 0.13  -0.051
N 2.32 0.10 0.12  -0.047

P has the most favorable energy; the next structure is 30.4 kcal/mol above.

P:
C3H9N5 | ωB97M-V/def2-TZVPD

Properties
LUMO energy = 0.707 eV
Orbital gap = 8.683 eV
HOMO = -7.98 eV

Last column: Löwdin charge in e.
Geometry (Å):
C 0.08 -0.48 1.13  -0.169
C -0.69 0.17 0.14  -0.503
C 1.23 0.22 -0.34  -0.434
N 0.06 -1.84 1.11  0.023
N -0.98 1.54 0.34  0.076
N -1.46 -0.54 -0.80  0.110
N 1.82 1.39 0.02  0.098
N 1.66 -0.57 -1.22  0.108
H 0.72 -2.31 1.70  0.081
H -0.24 -2.40 0.32  0.073
H -1.51 1.98 -0.40  0.086
H -1.37 1.73 1.25  0.090
H -1.89 -1.37 -0.43  0.080
H -2.13 0.00 -1.33  0.083
H 2.44 1.80 -0.66  0.097
H 1.23 2.02 0.54  0.070
H 1.04 -1.36 -1.38  0.029

Q:
C3H9N5 | ωB97M-V/def2-TZVPD

Properties
LUMO energy = 0.553 eV
Orbital gap = 8.980 eV
HOMO = -8.43 eV
Structure (SMILES) = [H]/N=C(\N)CNN/C=N/[H]

Last column: Löwdin charge in e.
Geometry (Å):
H 2.08 0.28 -3.00  0.039
N 1.19 0.56 -2.61  0.089
C 0.92 0.31 -1.44  -0.538
N 1.87 0.07 -0.47  0.061
C -0.61 0.18 -0.85  -0.133
N -1.01 1.39 0.11  0.012
N -1.59 0.60 1.25  -0.056
C -1.11 -0.63 1.57  -0.348
N -0.04 -1.26 1.18  -0.064
H 0.51 -2.10 1.76  0.162
H 1.41 -0.15 0.61  0.147
H 2.82 0.02 -0.60  0.037
H -0.66 -0.96 -0.21  0.119
H -1.27 0.28 -1.76  0.089
H -0.16 1.61 0.55  0.052
H -2.68 0.76 1.34  0.185
H -1.69 -0.96 2.56  0.149

P has the most favorable energy; the next structure is 60.0 kcal/mol above.

P:
C3H9N5 | ωB97M-V/def2-TZVPD

Properties
LUMO energy = -0.081 eV
Orbital gap = 8.145 eV
HOMO = -8.23 eV

Last column: Löwdin charge in e.
Geometry (Å):
C -1.71 0.66 -0.52  -0.183
C -0.72 1.16 0.66  -0.186
C 1.52 0.80 -0.28  -0.239
H -0.32 -1.77 0.13  0.114
H -2.15 -2.39 0.57  0.136
H -2.02 1.54 -1.33  0.142
H -0.35 0.02 1.02  0.114
H -1.31 1.76 1.35  0.091
H 0.49 2.56 -0.46  0.170
H 3.01 1.40 0.18  0.225
H 2.46 -2.25 -0.48  0.095
H 2.25 -1.35 1.21  0.158
N -1.41 -1.49 0.52  -0.142
N -2.07 -0.59 -0.45  -0.096
N 0.66 1.70 0.24  -0.105
N 1.00 -0.58 -0.48  -0.119
N 2.31 -1.22 -0.02  -0.175

Q:
C3H9N5 | ωB97M-V/def2-TZVPD

Properties
LUMO energy = 0.500 eV
Orbital gap = 8.815 eV
HOMO = -8.32 eV

Last column: Löwdin charge in e.
Geometry (Å):
C -0.19 1.13 -2.29  -0.077
N 0.16 -0.78 0.23  0.067
N -0.89 0.32 -1.28  -0.076
C -0.37 0.45 0.13  -0.492
C 0.68 -1.39 1.38  -0.572
N 0.94 -0.54 2.43  0.127
N -0.53 1.40 0.96  0.121
N 1.00 -2.62 1.44  0.082
H -0.34 -0.92 -0.95  0.213
H -1.89 0.49 -1.30  0.138
H 0.48 0.36 2.43  0.048
H 1.17 -0.99 3.30  0.094
H -0.99 2.21 0.57  0.048
H 0.78 -3.10 0.57  0.023
H 0.87 0.87 -2.25  0.092
H -0.30 2.20 -2.10  0.081
H -0.58 0.90 -3.27  0.083

R:
C3H9N5 | ωB97M-V/def2-TZVPD

Properties
LUMO energy = 1.084 eV
Orbital gap = 9.296 eV
HOMO = -8.21 eV
Structure (SMILES) = C[C@H]1N=NN(N)N1C

Last column: Löwdin charge in e.
Geometry (Å):
C 1.94 -1.14 0.67  -0.033
C 0.65 -1.03 -0.18  -0.299
N -0.45 -1.74 0.19  -0.004
N -1.48 -1.09 0.36  0.019
N -1.28 0.23 0.24  -0.255
N -2.30 0.93 1.02  0.055
N 0.10 0.63 0.02  -0.072
C 0.28 1.34 -1.25  -0.111
H 1.61 -1.37 1.73  0.102
H 2.33 -0.14 0.71  0.053
H 2.56 -1.83 0.16  0.055
H 0.80 -1.03 -1.22  0.102
H -2.98 1.24 0.27  0.088
H -2.75 0.22 1.63  0.073
H -0.55 1.18 -1.89  0.064
H 0.19 2.40 -0.96  0.079
H 1.33 1.18 -1.49  0.082

Q has the most favorable energy; the next structure is 82.4 kcal/mol above.